Entry 1:
The following is a quantum chemistry calculation of a molecular structure, C40H35BrFKN5OS, from the Open Molecules 2025 dataset.

Each line ends with the Mulliken charge.
Cartesian coordinates (Å):
Br1 -5.11 -5.53 4.02  -0.277
K1 -0.04 -0.37 0.21  0.841
S1 -0.29 -1.50 -2.88  -0.408
F1 5.58 1.15 4.09  -0.394
O1 -1.26 -2.76 0.29  -0.092
N1 0.84 -3.62 -1.51  0.508
N2 -1.02 -4.07 -2.53  0.287
N3 -2.93 -0.37 0.72  0.305
N4 2.62 -2.09 -1.43  -0.354
N5 -1.48 1.91 1.13  -0.160
C1 -0.61 -5.23 -1.89  -0.405
C2 -2.81 -5.33 2.31  -0.708
C3 -3.90 -4.63 2.85  -0.297
C4 -3.22 -2.62 1.67  0.873
C5 4.42 1.74 2.11  -0.725
C6 -4.75 3.41 0.22  -1.015
C7 -2.07 -3.30 1.09  -0.301
C8 2.17 0.44 3.04  -0.782
C9 -1.29 4.29 1.25  -0.718
C10 -1.94 -4.69 1.46  -0.346
C11 2.37 3.98 -1.23  0.740
C12 3.49 -1.38 -0.71  -0.488
C13 1.00 3.78 -1.35  -0.299
C14 2.83 -2.44 1.32  -0.882
C15 -2.59 4.46 0.88  -0.923
C16 -0.77 2.98 1.36  0.320
C17 3.33 0.46 3.82  -0.628
C18 3.23 1.68 1.36  -0.282
C19 -0.14 -3.07 -2.30  -0.068
C20 2.74 2.13 -2.74  0.646
C21 1.82 -2.90 -0.77  0.029
C22 -2.28 -3.87 -3.19  -0.863
C23 -3.56 -1.24 1.43  -0.562
C24 -3.56 0.87 0.56  -0.705
C25 0.48 2.76 -2.14  0.310
C26 3.23 3.15 -1.94  -0.469
C27 0.53 -4.95 -1.24  -0.718
C28 2.91 5.01 -0.27  -1.616
C29 3.65 -1.54 0.66  -0.199
C30 -4.09 -3.31 2.53  -0.773
C31 3.67 1.23 -3.52  -1.733
C32 -5.46 2.27 0.00  -0.759
C33 -3.39 3.32 0.62  1.234
C34 -4.87 1.00 0.17  -0.248
C35 -1.00 2.53 -2.25  -1.144
C36 2.05 1.03 1.76  -0.321
C37 1.37 1.94 -2.83  -0.445
C38 1.87 -3.11 0.61  0.304
C39 4.44 1.11 3.33  0.444
C40 -2.78 2.05 0.77  0.459
H1 -1.11 -5.22 1.03  0.302
H2 5.31 2.25 1.75  0.411
H3 -5.45 0.11 -0.03  0.608
H4 -1.17 -6.14 -1.95  0.416
H5 1.13 -3.75 1.08  0.188
H6 -2.12 -3.45 -4.18  0.315
H7 0.28 2.79 1.61  -0.091
H8 2.18 5.80 -0.09  0.382
H9 -0.65 5.14 1.46  0.460
H10 -1.25 1.48 -2.12  0.075
H11 3.83 5.46 -0.65  0.409
H12 4.68 1.24 -3.09  0.360
H13 -1.37 2.84 -3.24  0.474
H14 4.30 3.29 -1.83  0.289
H15 1.17 -5.56 -0.63  0.560
H16 -4.93 -2.77 2.96  0.428
H17 3.26 2.17 0.39  0.615
H18 -4.49 -0.93 1.93  0.384
H19 1.32 -0.08 3.47  0.336
H20 0.32 4.41 -0.78  0.576
H21 -2.66 -6.37 2.56  0.406
H22 4.09 -0.66 -1.25  0.331
H23 3.14 4.54 0.70  0.274
H24 -2.89 -3.18 -2.62  0.278
H25 -5.20 4.39 0.10  0.374
H26 3.31 0.20 -3.52  0.325
H27 -6.50 2.33 -0.31  0.367
H28 -1.55 3.10 -1.50  0.123
H29 0.99 1.14 -3.46  0.350
H30 -3.02 5.44 0.78  0.372
H31 3.37 -0.01 4.80  0.419
H32 4.36 -0.92 1.20  0.462
H33 3.75 1.55 -4.56  0.430
H34 2.89 -2.54 2.40  0.465
H35 -2.78 -4.84 -3.27  0.333

Calculated values
Total charge   -1
DFT total energy   -5566.39535 hartree
Max |F|   0.314 eV/A

Entry 2:
The following is a quantum chemistry calculation of 6 unconnected molecules or ions with the total composition C24H39N3O9S3, from the Open Molecules 2025 dataset.

Each line ends with the Mulliken charge.
Cartesian coordinates (Å):
S1 -4.69 -3.14 2.09  1.155
S2 -0.69 -0.60 0.66  1.129
S3 1.03 0.87 5.77  1.253
O1 0.20 -0.05 -0.54  -0.074
O2 -0.13 1.03 6.56  -0.659
O3 0.24 -1.18 1.55  -0.589
O4 1.80 -0.31 5.82  -0.632
O5 2.03 2.03 6.16  -0.300
O6 -1.62 0.38 1.09  -0.652
O7 -5.25 -4.19 3.14  -0.270
O8 -5.03 -3.66 0.81  -0.649
O9 -3.34 -2.81 2.41  -0.572
N1 3.91 -2.65 -2.74  -0.355
N2 0.35 4.35 -5.68  -0.572
N3 0.23 -1.60 -5.27  -0.567
C1 2.77 -2.49 -2.07  0.444
C2 -5.36 -5.27 5.26  -1.219
C3 1.43 5.14 -3.25  -0.236
C4 -1.56 -1.82 -0.32  -0.681
C5 2.25 -0.50 -5.93  -0.442
C6 0.62 1.26 4.09  -0.876
C7 1.53 0.39 -6.71  -0.234
C8 -0.27 5.24 -4.90  -0.213
C9 1.56 -1.49 -5.26  -0.470
C10 1.52 3.36 6.27  -0.204
C11 2.51 4.20 7.05  -1.193
C12 -5.71 -1.76 2.40  -0.854
C13 2.64 -2.65 -0.70  -0.484
C14 3.79 -2.85 0.05  -0.470
C15 0.15 0.24 -6.80  -0.337
C16 0.22 5.66 -3.68  -0.384
C17 4.99 -2.88 -2.01  -0.355
C18 2.07 4.19 -4.02  -0.492
C19 -4.61 -4.25 4.43  -0.137
C20 -0.21 1.18 -1.17  -0.454
C21 1.50 3.86 -5.24  0.083
C22 -0.44 -0.77 -6.06  -0.350
C23 4.99 -2.97 -0.64  -0.320
C24 0.37 1.20 -2.56  -0.647
H1 -0.31 6.37 -3.06  0.373
H2 0.31 2.19 -3.02  0.146
H3 -1.30 1.13 -1.32  0.373
H4 -5.11 -5.22 6.31  0.380
H5 1.85 5.45 -2.29  0.380
H6 -2.51 -1.99 0.17  0.070
H7 3.32 -0.41 -5.80  0.404
H8 -4.65 -3.28 4.95  0.295
H9 3.75 -2.98 1.13  0.445
H10 3.29 4.54 6.37  0.288
H11 -0.95 -2.71 -0.41  0.310
H12 5.90 -3.12 -0.06  0.358
H13 0.53 3.38 6.72  0.357
H14 -0.34 1.78 4.10  0.379
H15 -0.02 2.04 -0.53  0.345
H16 -5.16 -6.27 4.88  0.302
H17 5.95 -2.97 -2.52  0.322
H18 -0.41 0.92 -7.43  0.383
H19 0.58 0.33 3.53  0.228
H20 1.40 3.78 5.26  0.281
H21 2.02 1.19 -7.25  0.573
H22 -6.72 -1.87 2.03  0.336
H23 1.39 1.92 3.69  0.374
H24 2.00 3.12 -5.85  0.299
H25 1.91 -2.14 -2.63  0.127
H26 1.38 0.78 -2.61  0.285
H27 -0.17 0.51 -3.22  0.142
H28 2.95 3.65 7.88  0.323
H29 -3.55 -4.44 4.30  0.321
H30 -5.71 -1.55 3.47  0.301
H31 2.97 3.71 -3.66  0.375
H32 -1.53 -0.86 -6.05  0.366
H33 1.68 -2.70 -0.21  0.237
H34 -1.70 -1.34 -1.29  0.377
H35 2.09 -2.29 -4.76  0.667
H36 -6.43 -5.12 5.09  0.304
H37 -5.24 -0.89 1.93  0.312
H38 -1.22 5.60 -5.29  0.380
H39 2.00 5.10 7.40  0.364

Calculated values
DFT total energy   -2973.82083 hartree
Structure (SMILES)   CCOS(C)(=O)=O.CCOS(C)(=O)=O.CCOS(C)(=O)=O.c1ccncc1.c1ccncc1.c1ccncc1
Max |F|   1.896 eV/A

Entry 3:
The following is a quantum chemistry calculation of 3 unconnected molecules or ions with the total composition C2H3BrO2, from the Open Molecules 2025 dataset.

Each line ends with the Mulliken charge.
Cartesian coordinates (Å):
Br1 0.23 -3.44 -0.56  -0.324
O1 -0.22 2.46 0.89  -0.469
O2 0.00 0.69 1.23  -0.169
C1 -0.02 -0.76 -0.80  -0.976
C2 -0.07 -0.01 0.29  0.893
H1 -1.02 -0.66 -1.36  0.295
H2 0.17 2.79 1.75  0.314
H3 0.94 -1.06 -1.44  0.436

Calculated values
DFT total energy   -2802.25064 hartree
Max |F|   3.646 eV/A

Entry 4:
The following is a quantum chemistry calculation of a gas-phase ion, C6H11N2S2 (charge +1), from the Open Molecules 2025 dataset.

Each line ends with the Mulliken charge.
Cartesian coordinates (Å):
S1 2.24 1.94 -0.53  -0.247
S2 2.82 -1.37 0.11  -0.159
N1 0.09 -1.30 -0.23  0.004
N2 -0.19 1.47 0.22  0.141
C1 0.18 -2.77 -0.27  -0.938
C2 1.12 -0.54 -0.04  0.441
C3 -1.17 0.46 0.64  -0.748
C4 -0.51 2.83 0.09  -0.976
C5 -1.19 -0.73 -0.42  -0.382
C6 1.00 0.92 -0.14  0.186
H1 -0.13 3.26 1.08  0.328
H2 -0.04 3.21 -0.79  0.392
H3 3.61 -0.31 0.25  0.213
H4 -1.06 0.08 1.77  0.285
H5 -0.31 -3.08 0.67  0.393
H6 -0.53 -3.01 -1.04  0.368
H7 -1.60 2.77 -0.07  0.300
H8 -1.25 -0.15 -1.43  0.256
H9 1.22 -3.05 -0.40  0.303
H10 -2.27 0.81 0.67  0.395
H11 -2.03 -1.47 -0.11  0.444

Calculated values
Total charge   +1
DFT total energy   -1140.78779 hartree
Max |F|   4.695 eV/A